Arrangement i

# C32H102N8O15

A molecular structure, C32H102N8O15 (the ωB97M-V functional and the def2-TZVPD basis, the OMol25 dataset).

```
! wB97M-V def2-TZVPD RIJCOSX def2/J DEFGRID3
* xyz 0 1
O -0.75 -4.43 1.33
H -0.80 -4.64 2.27
H -1.43 -3.78 1.19
O -2.45 -3.42 0.72
H -2.98 -3.40 -0.09
H -2.87 -2.78 1.29
O 2.96 -0.63 2.25
H 3.40 -0.28 1.47
H 3.20 -1.55 2.25
O 0.30 -2.95 -2.12
H 0.92 -2.60 -1.49
H -0.56 -2.80 -1.72
O 1.40 -1.16 3.67
H 2.04 -1.01 2.97
H 0.96 -0.32 3.78
O -3.68 -2.73 -0.95
H -4.36 -3.38 -0.80
H -4.11 -2.05 -1.47
O -4.45 -1.33 -2.20
H -5.07 -0.92 -2.80
H -3.59 -1.01 -2.49
C 4.55 0.48 -4.59
C 3.05 0.74 -4.35
C 2.53 0.24 -2.97
O 1.24 0.78 -2.63
C 0.80 0.24 -1.43
N 2.85 2.17 -4.61
H 5.10 0.19 -3.69
H 5.04 1.38 -4.97
H 4.73 -0.17 -5.45
H 2.44 0.29 -5.13
H 3.18 0.63 -2.19
H 2.54 -0.85 -2.86
H 1.56 0.24 -0.65
H 0.52 -0.81 -1.55
H -0.08 0.74 -1.03
H 1.85 2.28 -4.52
H 3.11 2.70 -3.79
C 4.19 1.57 1.12
C 4.64 0.46 0.12
C 5.75 -0.38 0.80
O 7.01 0.27 1.05
C 7.94 -0.73 1.56
N 3.44 -0.32 -0.14
H 3.50 2.35 0.77
H 5.05 2.18 1.40
H 3.66 1.22 2.01
H 5.00 0.91 -0.81
H 5.90 -1.18 0.07
H 5.35 -0.77 1.74
H 8.85 -0.22 1.86
H 8.17 -1.39 0.73
H 7.56 -1.29 2.41
H 3.79 -1.07 -0.71
H 2.92 0.26 -0.78
C -2.63 -0.10 -0.29
C -1.37 -0.92 -0.75
C -0.22 -0.93 0.37
O 0.29 0.41 0.57
C 1.53 0.43 1.32
N -1.77 -2.31 -1.04
H -2.13 0.83 -0.01
H -3.27 -0.54 0.47
H -3.34 0.09 -1.09
H -1.01 -0.47 -1.68
H 0.58 -1.53 -0.06
H -0.54 -1.34 1.33
H 1.31 0.01 2.30
H 1.75 1.48 1.51
H 2.40 0.03 0.79
H -2.63 -2.10 -1.52
H -2.03 -2.81 -0.21
C -3.29 -1.39 -5.69
C -1.93 -1.73 -4.95
C -2.08 -1.62 -3.41
O -2.55 -0.37 -2.93
C -1.65 0.70 -3.11
N -1.74 -3.14 -5.28
H -4.09 -2.12 -5.55
H -2.96 -1.26 -6.72
H -3.67 -0.39 -5.46
H -1.15 -1.12 -5.40
H -1.20 -1.88 -2.83
H -2.82 -2.31 -3.00
H -1.53 1.01 -4.15
H -0.64 0.53 -2.73
H -2.07 1.57 -2.60
H -2.32 -3.83 -4.82
H -0.77 -3.34 -5.11
C 3.50 -4.89 2.27
C 2.99 -3.47 1.82
C 1.64 -3.56 1.02
O 1.69 -4.40 -0.11
C 2.61 -3.86 -1.03
N 2.90 -2.60 2.94
H 2.93 -5.23 3.14
H 4.53 -4.91 2.62
H 3.56 -5.68 1.53
H 3.73 -3.07 1.13
H 1.14 -2.61 0.80
H 0.97 -4.10 1.68
H 2.34 -2.85 -1.32
H 2.53 -4.31 -2.02
H 3.67 -3.94 -0.81
H 3.51 -2.90 3.69
H 1.97 -2.56 3.33
C -0.48 2.12 1.53
C -1.55 3.01 2.12
C -0.88 4.18 2.93
O -1.81 5.19 3.24
C -1.24 6.24 3.90
N -2.23 3.54 0.98
H -0.97 1.21 1.18
H 0.15 1.88 2.39
H 0.12 2.45 0.69
H -2.20 2.49 2.83
H -0.01 4.57 2.40
H -0.44 3.83 3.86
H -1.98 7.04 3.97
H -0.43 6.67 3.31
H -0.76 5.96 4.84
H -1.61 3.71 0.20
H -2.51 4.43 1.35
C -2.32 0.49 6.54
C -1.51 -0.49 5.70
C -1.46 -0.03 4.23
O -2.74 -0.22 3.69
C -2.90 0.35 2.41
N -0.20 -0.68 6.33
H -3.16 0.68 5.88
H -1.82 1.45 6.49
H -2.67 0.14 7.51
H -2.05 -1.44 5.69
H -0.80 -0.70 3.67
H -1.15 1.01 4.20
H -2.21 -0.02 1.64
H -2.81 1.44 2.43
H -3.88 0.16 1.97
H 0.16 -1.58 6.04
H -0.45 -0.91 7.28
C -3.69 4.77 -0.68
C -3.09 4.25 -2.01
C -4.16 3.57 -2.95
O -4.86 2.41 -2.37
C -4.14 1.22 -2.33
N -2.32 5.36 -2.65
H -4.50 4.10 -0.40
H -4.00 5.80 -0.86
H -2.96 4.77 0.14
H -2.39 3.45 -1.77
H -3.74 3.16 -3.87
H -4.93 4.27 -3.26
H -3.23 1.38 -1.74
H -3.78 0.91 -3.31
H -4.79 0.46 -1.91
H -2.20 5.26 -3.65
H -2.92 6.16 -2.57
*
```

## Properties
* LUMO level: 0.257 eV

***

Arrangement ii

# C32H102N8O15

15 unconnected molecules or ions with the total composition C32H102N8O15 (the ωB97M-V functional and the def2-TZVPD basis, the OMol25 dataset).

```
! wB97M-V def2-TZVPD RIJCOSX def2/J DEFGRID3
* xyz 0 1
C -2.82 1.75 -5.07
C -3.70 1.09 -3.97
C -4.40 2.12 -3.02
O -4.40 1.80 -1.62
C -4.98 0.54 -1.20
N -4.66 0.19 -4.50
H -2.19 1.02 -5.57
H -2.07 2.41 -4.64
H -3.35 2.34 -5.82
H -3.02 0.54 -3.33
H -5.38 2.39 -3.41
H -3.91 3.08 -3.21
H -4.17 -0.17 -1.30
H -5.96 0.29 -1.63
H -5.26 0.45 -0.15
H -5.22 -0.24 -3.77
H -5.29 0.84 -4.94
C -4.12 -2.45 4.88
C -3.70 -3.83 4.28
C -4.93 -4.74 4.11
O -6.04 -4.04 3.48
C -7.06 -5.00 3.13
N -3.13 -3.47 3.01
H -4.64 -2.60 5.83
H -4.81 -1.83 4.31
H -3.24 -1.82 5.02
H -2.98 -4.33 4.93
H -5.23 -5.11 5.09
H -4.53 -5.59 3.56
H -7.46 -5.62 3.92
H -6.63 -5.69 2.41
H -7.88 -4.57 2.55
H -3.16 -4.29 2.43
H -3.84 -2.99 2.48
C 2.43 0.89 1.14
C 3.81 1.20 0.54
C 4.15 2.75 0.50
O 3.57 3.55 -0.53
C 2.32 4.14 -0.26
N 4.84 0.41 1.18
H 1.65 1.18 0.44
H 2.09 1.47 2.00
H 2.31 -0.18 1.28
H 3.87 0.79 -0.47
H 5.19 2.65 0.19
H 4.11 3.23 1.48
H 1.71 4.22 -1.16
H 2.30 5.07 0.30
H 1.72 3.57 0.45
H 4.50 -0.54 1.15
H 5.05 0.72 2.12
C -1.82 1.78 5.60
C -1.09 2.11 4.32
C 0.01 3.26 4.63
O 0.75 3.53 3.45
C 2.08 4.03 3.66
N -0.59 0.95 3.73
H -1.22 1.18 6.27
H -2.75 1.22 5.51
H -2.00 2.74 6.08
H -1.72 2.63 3.60
H 0.65 2.79 5.37
H -0.35 4.21 5.03
H 2.05 4.93 4.28
H 2.54 4.27 2.70
H 2.82 3.43 4.17
H 0.28 0.68 4.15
H -0.33 1.26 2.80
C -1.04 2.99 0.51
C -2.43 3.65 0.79
C -2.73 4.91 -0.04
O -3.71 5.82 0.52
C -3.81 7.04 -0.11
N -3.45 2.61 0.86
H -0.32 3.69 0.94
H -0.75 2.84 -0.53
H -0.76 2.10 1.07
H -2.47 4.06 1.80
H -2.97 4.71 -1.08
H -1.75 5.37 -0.15
H -2.92 7.66 -0.14
H -4.37 7.50 0.70
H -4.33 7.12 -1.07
H -4.25 3.16 1.15
H -3.73 2.32 -0.06
C 4.92 2.80 -3.83
C 4.93 1.72 -4.86
C 6.38 1.18 -5.17
O 6.42 -0.06 -5.96
C 6.24 0.19 -7.29
N 4.05 0.65 -4.33
H 5.32 2.39 -2.90
H 3.93 3.23 -3.67
H 5.41 3.73 -4.11
H 4.40 2.10 -5.73
H 6.74 0.80 -4.21
H 7.10 1.96 -5.40
H 7.11 0.64 -7.76
H 5.36 0.81 -7.41
H 6.09 -0.78 -7.76
H 3.07 0.83 -4.50
H 4.32 -0.15 -4.89
C 2.77 -2.97 -2.93
C 3.31 -3.25 -1.47
C 4.63 -4.00 -1.43
O 4.44 -5.35 -1.82
C 5.44 -6.21 -1.30
N 3.36 -1.93 -0.82
H 1.75 -2.63 -2.77
H 2.81 -3.84 -3.58
H 3.30 -2.13 -3.39
H 2.50 -3.78 -0.98
H 4.92 -4.01 -0.38
H 5.38 -3.52 -2.06
H 4.87 -7.11 -1.08
H 6.03 -5.77 -0.48
H 6.10 -6.39 -2.15
H 4.11 -1.44 -1.28
H 2.52 -1.43 -1.09
C -0.07 -2.80 0.67
C -0.84 -1.39 0.55
C -0.75 -0.62 -0.76
O 0.64 -0.50 -1.16
C 0.83 0.04 -2.49
N -2.21 -1.72 0.77
H 0.99 -2.58 0.78
H -0.34 -3.53 -0.09
H -0.21 -3.43 1.54
H -0.53 -0.79 1.41
H -1.22 0.36 -0.73
H -1.32 -1.06 -1.59
H 0.35 1.01 -2.52
H 0.42 -0.57 -3.29
H 1.92 0.11 -2.54
H -2.26 -2.36 1.55
H -2.55 -0.90 1.25
O 4.15 -2.50 1.74
H 3.25 -2.49 2.07
H 4.06 -2.59 0.79
O -3.93 -3.43 -0.44
H -3.03 -3.13 -0.36
H -4.41 -2.95 0.23
O -0.08 -5.31 3.90
H -0.64 -5.80 3.30
H -0.39 -4.41 3.84
O 0.13 -1.01 -5.94
H -0.71 -1.46 -6.03
H 0.75 -1.54 -6.44
O 1.84 -2.02 3.23
H 2.04 -1.24 3.74
H 0.89 -2.13 3.33
O -0.75 -2.14 3.88
H -0.98 -1.26 4.18
H -1.58 -2.62 3.89
O -3.00 0.44 2.52
H -3.16 1.11 1.86
H -2.25 0.76 3.02
*
```

## Properties
* LUMO level: 0.407 eV

***

Each structure's energy above the most stable one, in hartree: arrangement i 1.1395; arrangement ii 0.0000.

***

Arrangement i

# H11O5S

6 unconnected molecules or ions with the total composition H11O5S (the ωB97M-V functional and the def2-TZVPD basis, the OMol25 dataset).

```
! wB97M-V def2-TZVPD RIJCOSX def2/J DEFGRID3
* xyz -1 1
S -1.31 -1.04 1.99
H -2.44 -0.38 1.74
H -0.18 0.13 0.67
H 1.00 1.01 0.64
O 0.52 0.46 0.01
H 1.60 -0.59 2.01
H 2.45 -0.93 3.23
O 2.36 -0.29 2.52
H -1.62 -2.38 -1.12
H -1.19 -2.71 0.29
O -1.34 -3.13 -0.58
H -0.04 -0.40 -3.13
H -0.32 0.37 -1.79
O -0.63 0.24 -2.69
H 0.05 3.79 -1.68
H 0.34 2.51 -0.90
O 0.75 3.33 -1.21
*
```

## Properties
* LUMO level: 3.519 eV

***

Arrangement ii

# H11O5S

6 unconnected molecules or ions with the total composition H11O5S (the ωB97M-V functional and the def2-TZVPD basis, the OMol25 dataset).

```
! wB97M-V def2-TZVPD RIJCOSX def2/J DEFGRID3
* xyz -1 1
S 1.93 1.43 -0.28
H 1.01 0.96 0.60
H 1.48 -0.06 -2.22
H 0.26 0.56 -2.74
O 0.78 -0.22 -2.84
H -0.07 -1.94 -2.16
H 0.32 -2.48 -0.83
O -0.36 -2.58 -1.51
H -1.64 -1.46 2.68
H -1.61 -0.44 1.63
O -2.23 -1.07 2.00
H -0.76 0.83 -1.21
H -2.03 0.09 -1.03
O -1.64 0.77 -1.58
H 1.82 1.45 3.74
H 1.56 2.10 2.43
O 1.19 2.08 3.34
*
```

## Properties
* LUMO level: 3.188 eV

***

Each structure's energy above the most stable one, in hartree: arrangement i 0.0000; arrangement ii 0.0125.

***

Arrangement i

# ClH4N2OP

ClH4N2OP in the gas phase (the ωB97M-V functional and the def2-TZVPD basis, the OMol25 dataset).

```
! wB97M-V def2-TZVPD RIJCOSX def2/J DEFGRID3
* xyz 0 1
N 0.58 1.37 0.17
P 0.17 -0.22 0.56
O 1.25 -0.89 -0.44
N -1.15 -0.61 -0.62
Cl -2.66 0.02 -0.40
H 0.22 1.98 0.79
H 1.50 1.54 -0.08
H -0.51 -1.72 0.99
H 0.61 -1.47 -0.97
*
```

## Properties
* SMILES: N[P@H](O)=NCl
* LUMO level (spin up / spin down): -0.927 / -0.861 eV

***

Arrangement ii

# ClH4N2OP

ClH4N2OP in the gas phase (the ωB97M-V functional and the def2-TZVPD basis, the OMol25 dataset).

```
! wB97M-V def2-TZVPD RIJCOSX def2/J DEFGRID3
* xyz 0 1
N -1.05 -0.58 -0.90
P -0.21 -0.77 0.59
N -0.24 0.80 1.01
O 1.71 -0.71 -0.29
Cl 2.38 0.80 -0.41
H -1.44 -1.50 -0.97
H -0.41 -0.65 -1.68
H -0.35 1.70 0.58
H -0.38 0.92 2.07
*
```

## Properties
* SMILES: NP(N)OCl
* LUMO level: 0.334 eV

***

Each structure's energy above the most stable one, in hartree: arrangement i 0.0852; arrangement ii 0.0000.